# 1
The following is a DFT calculation (ωB97M-V with the def2-TZVPD basis set) of 40 unconnected molecules or ions with the total composition C19H111F2O44PSi2 at a distorted geometry.

```
179
Properties=species:S:1:pos:R:3
C -3.48430 -1.25162 -1.29570
C -3.04338 -2.69956 -1.95093
C -1.85607 -2.56237 -3.10103
O -1.99618 -3.34236 -4.19527
O -0.66426 -1.66474 -2.95130
C -0.00790 -2.14118 -1.72351
C 1.55256 -1.66956 -1.54857
Si 1.88204 -0.69286 0.12366
C 0.48712 0.63382 0.23789
C 0.95008 2.14746 -0.25605
C 3.66695 0.01319 -0.02692
P 4.18864 1.20774 1.36833
O 3.99514 2.74440 1.04352
O 5.93867 0.97921 1.57292
O 3.48228 0.88131 2.92597
C 1.63426 -1.94433 1.58677
F 0.43737 -2.83245 1.33815
F 1.26382 -1.11732 2.77514
C 2.89965 -2.95664 1.83325
C 3.64454 -2.80244 3.28492
Si 2.76404 -3.68047 4.75578
C 3.69291 -5.20783 5.47109
C 0.96602 -4.25597 4.21268
C 2.43886 -2.27941 6.09401
C 3.71303 -1.23411 6.37542
C 3.54245 0.01761 7.44624
C 2.09870 0.22290 8.21648
C 0.86551 -0.84866 7.93324
C 0.99588 -2.12219 6.86211
H -4.60109 -1.06248 -1.62900
H -3.50810 -1.31252 -0.10726
H -2.83282 -0.34128 -1.67554
H -2.64825 -3.37399 -1.05427
H -4.00498 -3.23742 -2.37851
H -0.02590 -3.33227 -1.77287
H -0.65279 -1.84045 -0.77432
H 1.75689 -0.86544 -2.40616
H 2.34584 -2.51900 -1.71443
H -0.40651 0.33100 -0.49300
H -0.01741 0.67693 1.31853
H 0.19941 2.50514 -1.10368
H 0.78161 2.86131 0.65567
H 2.02188 2.18510 -0.72462
H 4.46210 -0.83648 -0.17161
H 3.69020 0.64926 -1.03681
H 6.26743 1.57874 2.31766
H 2.66089 1.45428 3.07939
H 2.58964 -4.09043 1.62434
H 3.70976 -2.68835 0.99830
H 3.87540 -1.65670 3.52757
H 4.72246 -3.30641 3.18963
H 4.77202 -5.33340 5.03441
H 3.06286 -6.17130 5.15475
H 3.66954 -5.21914 6.66463
H 0.64633 -5.10533 4.97134
H 0.21983 -3.35909 4.38949
H 0.93444 -4.65356 3.11132
H 4.75116 -1.30955 5.82932
H 4.41603 0.80146 7.66362
H 1.86664 1.09722 8.96753
H -0.20174 -0.74743 8.45720
H 0.12891 -2.87147 6.62414
O 5.76038 2.57829 6.72939
H 6.31465 2.58242 5.93468
H 5.40685 3.47946 6.77289
O 2.10171 -6.52897 1.92541
H 1.28109 -6.51488 1.41044
H 2.49562 -7.38882 1.71457
O -6.91361 -1.38221 -1.92569
H -7.66737 -1.19999 -2.50659
H -6.90682 -2.34800 -1.84704
O -4.35003 -2.44763 -5.77838
H -3.59687 -2.94884 -5.43147
H -3.98363 -1.97025 -6.53788
O -5.22256 -2.45565 -8.23369
H -5.50494 -2.51580 -7.30878
H -6.03221 -2.21926 -8.71071
O -8.21978 0.84982 -3.70856
H -7.31504 1.19309 -3.65943
H -8.77458 1.64083 -3.63448
O -0.13143 -6.55138 -0.38692
H -0.88470 -7.09761 -0.65716
H -0.00620 -5.94152 -1.12946
O -3.69131 0.23115 -3.96394
H -4.47779 0.01577 -4.48726
H -2.99250 -0.31324 -4.35675
O -2.42564 -0.39353 -6.84352
H -1.67248 -0.89473 -6.49661
H -2.05923 0.08386 -7.60302
O -1.06104 -1.70013 4.41817
H -0.50678 -1.69600 3.62345
H -1.41458 -0.79896 4.46167
O -8.64448 1.72036 -0.91688
H -8.14022 0.94525 -1.20622
H -9.52241 1.36520 -0.71171
O 0.53251 3.64808 -3.22172
H -0.22076 3.10186 -3.49197
H 0.65774 4.25794 -3.96427
O 1.37018 1.90912 4.64030
H 0.93802 1.48051 5.39418
H 1.73156 2.72776 5.01207
O -4.34746 -5.69524 -8.54397
H -4.65946 -4.77806 -8.52828
H -3.68223 -5.72825 -7.84016
O 6.49701 -2.87263 0.73606
H 7.05128 -2.86849 -0.05866
H 6.14348 -1.97146 0.77955
O -7.06324 3.85678 0.87110
H -7.81650 3.31056 0.60086
H -6.93800 4.46664 0.12855
O 1.26827 4.48028 2.76924
H 0.48178 4.26490 2.24592
H 1.96707 3.93589 2.37643
O -8.18645 0.37719 1.29267
H -8.49356 0.57135 2.19088
H -7.54324 1.07817 1.10858
O -9.37547 -2.26418 -2.20347
H -9.65785 -2.32432 -1.27857
H -10.18513 -2.02778 -2.68050
O 4.12467 3.57381 -2.51183
H 3.84229 3.51367 -1.58692
H 3.31501 3.81021 -2.98885
O 6.81943 4.38328 8.90950
H 7.32370 3.60817 8.62016
H 5.94151 4.02812 9.11467
O 2.25801 0.15337 -4.30033
H 2.81227 0.15751 -5.09505
H 1.90448 1.05454 -4.25684
O 6.48775 4.92809 1.39517
H 5.73448 4.38186 1.12493
H 6.61298 5.53794 0.65263
O 0.07570 -5.50397 -5.19660
H 0.98044 -5.16071 -5.14748
H -0.47910 -4.71297 -5.12252
O -2.03529 2.64530 -0.16526
H -1.98352 1.89237 0.44238
H -2.05554 2.23633 -1.04351
O 6.12885 2.04936 10.06765
H 5.55672 1.86508 10.82758
H 7.02220 1.87300 10.39903
O 3.22582 6.45095 -3.47313
H 2.89326 6.86116 -2.66077
H 4.17630 6.35146 -3.31296
O 8.47233 -2.45885 -1.30673
H 9.22549 -2.96006 -0.95981
H 8.83873 -1.98147 -2.06623
O 5.31193 -3.04945 9.02708
H 5.82269 -3.67563 8.49246
H 4.66819 -2.68031 8.40393
O -10.92524 -1.50947 0.66194
H -10.02050 -1.16621 0.71106
H -11.48004 -0.71847 0.73601
O -6.36889 7.01058 0.22365
H -6.70145 7.42078 1.03602
H -5.41840 6.91108 0.38383
O -5.07559 9.35282 -0.90212
H -5.82885 8.80659 -1.17236
H -4.95036 9.96268 -1.64466
O -7.89211 9.07281 -1.80844
H -8.17449 9.01267 -0.88354
H -8.70176 9.30921 -2.28547
O 5.15185 7.54305 0.05705
H 4.71969 7.11444 0.81093
H 5.51324 8.36169 0.42882
O -4.04417 2.28596 -7.57268
H -3.99239 1.53303 -6.96504
H -4.06442 1.87699 -8.45093
O 5.73481 5.27443 -5.55977
H 5.30265 4.84582 -4.80589
H 6.09619 6.09308 -5.18800
O -1.25967 2.76739 -5.63488
H -2.01343 2.94961 -6.21579
H -1.25289 1.80160 -5.55623
O 9.90893 -4.87623 0.53084
H 10.41320 -5.65134 0.24150
H 9.03101 -5.23139 0.73602
O -3.11372 -8.33129 -9.89046
H -2.55946 -8.32715 -10.68518
H -3.46726 -7.43012 -9.84697
```

Calculated values
Total energy = -5220.74557 hartree
HOMO-LUMO gap = 7.776 eV
Highest occupied orbital energy = -8.2 eV
Molecular weight = 1169.2 u
2S+1 = 1

Atom charges from the Mulliken analysis, given in e for atoms 1 to 2: C -0.2389; C -0.2066

---

# 2
The following is a DFT calculation (ωB97M-V with the def2-TZVPD basis set) of C5H10N2 in the gas phase at a distorted geometry.

```
17
Properties=species:S:1:pos:R:3
C 0.72530 0.13852 -0.17205
C -0.89979 0.10263 1.69191
C 0.27344 -1.14904 -0.87003
C 1.27197 1.13751 -1.18850
N -0.31879 0.81112 0.58768
C -2.83921 -1.42522 0.95932
N -1.94573 -0.77978 1.33403
H -1.04045 1.16546 -0.03104
H 1.51837 -0.10681 0.54656
H -0.12027 -0.47369 2.20398
H -1.32474 0.83155 2.39606
H 2.14415 0.72844 -1.69030
H 1.08225 -1.54739 -1.47714
H -0.01643 -1.90808 -0.14698
H -0.57920 -0.95009 -1.51677
H 0.51568 1.36440 -1.93782
H 1.55345 2.06048 -0.68891
```

Calculated values
Total energy = -305.98029 hartree
HOMO-LUMO gap = 10.509 eV
Highest occupied orbital energy = -9.5 eV
Molecular weight = 98.1 u
Energy relative to the best compared isomer or geometry (same formula, charge and spin) = 27.3 kcal per mole
2S+1 = 1

Atom charges from the natural (NBO) analysis, given in e for atoms 1 to 2: C -0.0422; C -0.0694

---

In the order shown, the computed E_LUMO values come out to -0.4 1.0 eV.